1.
Computed, not measured: C22H22N8O2SbSe4Ti as an isolated structure, with the ωB97M-V functional and the def2-TZVPD basis.

Electronic energy = -330225.6440 eV
LUMO level (spin up / spin down) = -0.9 / -1.1 eV
<S²> = 0.8041
HOMO level (spin up / spin down) = -7.186 / -7.188 eV
Multiplicity = 2
Total charge = 0

Element x y z (Å)
Ti1 -2.46766 -1.69975 -1.32448
C1 -2.30718 3.40551 0.19229
N1 -2.46862 1.96954 0.43059
C2 -1.81024 0.99555 -0.17095
N2 -2.22248 -0.17718 0.31919
C3 -3.17951 0.18043 1.23016
N3 -3.33773 1.47177 1.33915
C4 -0.84969 3.80071 0.14706
C5 -0.45657 4.86712 -0.65096
C6 0.87931 5.23548 -0.72127
C7 1.84556 4.51856 -0.03497
C8 1.45646 3.43549 0.74545
C9 0.11149 3.10053 0.85684
C10 2.44526 2.60444 1.42093
N4 3.68195 2.83673 1.70272
N5 4.16694 1.70829 2.33366
C11 3.19172 0.87054 2.38975
O1 2.06289 1.36318 1.82879
C12 3.15588 -0.46372 2.98245
C13 4.02967 -0.77543 4.01536
C14 3.96292 -2.02603 4.60921
C15 3.03038 -2.95326 4.17696
C16 2.16415 -2.65341 3.12844
C17 1.18279 -3.73542 2.72953
N6 0.49003 -3.53677 1.46219
C18 -0.42533 -2.63891 1.10531
N7 -0.76771 -2.84063 -0.16220
C19 -0.00615 -3.91162 -0.52973
N8 0.76741 -4.35444 0.42358
C20 2.23208 -1.40680 2.53002
H1 -2.84887 3.90098 0.99651
H2 -2.79021 3.64213 -0.75968
H3 -1.08527 1.17165 -0.96295
H4 -3.75705 -0.52128 1.80868
H5 -1.19612 5.38924 -1.24726
H6 1.17196 6.06442 -1.35181
H7 2.89489 4.76744 -0.11922
H8 -0.17054 2.27051 1.49113
H9 4.74358 -0.03348 4.34624
H10 4.63695 -2.27606 5.41763
H11 2.98061 -3.92730 4.65089
H12 0.43534 -3.87928 3.51094
H13 1.70962 -4.67782 2.60156
H14 -0.80569 -1.85969 1.74521
H15 -0.04065 -4.36062 -1.50789
H16 1.58523 -1.14209 1.70358
C21 -1.48359 -2.00368 -5.28760
C22 -2.24830 -2.88830 -4.34215
O2 -1.63562 -2.81891 -2.99603
H17 -1.99601 -1.96135 -6.24826
H18 -1.44169 -0.98080 -4.91421
H19 -0.47315 -2.38407 -5.46099
H20 -2.22774 -3.93864 -4.62834
H21 -3.27054 -2.55232 -4.20777
H22 -0.69907 -2.62326 -3.13329
Se1 -2.82072 1.25220 -6.37088
Sb1 -2.32869 2.07964 -4.22235
Se2 -3.70734 -0.26406 -2.51020
Se3 -3.52545 3.84422 -3.20026
Se4 -0.16391 1.52010 -3.30631

2.
Computed, not measured: C22H23AsCrN2O6S3 as an isolated structure, with the ωB97M-V functional and the def2-TZVPD basis.

Electronic energy = -160221.9428 eV
LUMO level (spin up / spin down) = 2.6 / 2.6 eV
<S²> = 0.7614
HOMO level (spin up / spin down) = -4.834 / -4.916 eV
Multiplicity = 2
Total charge = -1

Element x y z (Å)
Cr1 -0.56485 0.74675 -0.52480
C1 2.18398 -0.26720 -1.46784
N1 1.64205 0.62009 -0.40049
C2 1.74557 -0.05808 0.91456
C3 0.97000 0.72477 1.95779
N2 -0.46624 0.68267 1.62376
C4 -1.07159 -0.57577 2.12903
C5 -1.25457 1.77592 2.17454
C6 -0.96653 2.31689 3.41669
C7 -1.78649 3.29617 3.96164
C8 -2.90844 3.70834 3.25790
C9 -3.19552 3.16208 2.01719
C10 -2.37280 2.19223 1.44421
S1 -2.69621 1.57055 -0.16784
C11 2.39564 1.87011 -0.37344
C12 3.77339 1.85535 -0.19213
C13 4.49263 3.03829 -0.17444
C14 3.81610 4.24297 -0.34372
C15 2.44729 4.25545 -0.52886
C16 1.70636 3.06486 -0.54870
S2 -0.02000 3.05417 -0.77791
H1 3.02486 -0.85732 -1.09364
H2 1.41922 -0.94512 -1.82016
H3 2.51603 0.34648 -2.30119
H4 1.33230 -1.06009 0.79092
H5 2.79336 -0.15961 1.21753
H6 1.15981 0.31008 2.95474
H7 1.29151 1.76727 1.95281
H8 -1.03961 -0.57488 3.22346
H9 -2.10184 -0.62849 1.78479
H10 -0.53984 -1.43455 1.72944
H11 -0.09670 1.97839 3.96668
H12 -1.54869 3.72853 4.92507
H13 -3.55815 4.47084 3.67022
H14 -4.05640 3.50210 1.45533
H15 4.29048 0.90964 -0.07785
H16 5.56583 3.02118 -0.03561
H17 4.36340 5.17799 -0.33303
H18 1.91993 5.19178 -0.66173
O1 -0.73788 0.30162 -2.54845
As1 -1.48548 -1.44005 -2.17417
O2 -2.95320 -1.05733 -2.78949
O3 -0.82568 -1.08525 -0.59448
C17 -1.71620 -3.35328 -1.79922
C18 -2.80623 -3.88376 -1.12001
C19 -2.88558 -5.25382 -0.92327
C20 -1.89113 -6.10073 -1.40906
C21 -0.80824 -5.58109 -2.09754
C22 -0.74543 -4.20639 -2.27500
S3 0.58022 -3.42117 -3.12973
O4 0.75194 -4.02595 -4.41946
O5 -0.01472 -2.00441 -3.28943
O6 1.72789 -3.37558 -2.26064
H19 -1.46663 0.75618 -2.99203
H20 -3.58969 -3.22357 -0.76938
H21 -3.73453 -5.67403 -0.39763
H22 -1.97053 -7.16983 -1.25704
H23 -0.03421 -6.22243 -2.49888

3.
Computed, not measured: C22H23AsDyN2O6S3 as an isolated structure in a non-equilibrium geometry, with the ωB97M-V functional and the def2-TZVPD basis.

Electronic energy = -155884.9242 eV
LUMO level (spin up / spin down) = 2.6 / 2.6 eV
<S²> = 9.3312
ΔE to the lowest compared entry with this formula, charge and spin = 0.0 kcal/mol
HOMO level (spin up / spin down) = -4.428 / -4.419 eV
Multiplicity = 6
Total charge = -1

Element x y z (Å)
Dy1 -0.22994 -0.68534 0.13589
C1 0.84992 2.78355 1.13146
N1 0.34087 2.11132 -0.08560
C2 -0.85465 2.83072 -0.55720
C3 -2.09044 1.96149 -0.71678
N2 -2.33644 1.07519 0.42824
C4 -3.63573 0.41158 0.24906
C5 -2.34577 1.73188 1.72202
C6 -2.93358 2.98349 1.86783
C7 -2.97390 3.62452 3.09473
C8 -2.43381 2.98145 4.20186
C9 -1.87198 1.72694 4.06982
C10 -1.80772 1.06271 2.83516
S1 -1.06648 -0.52058 2.76611
C11 1.42373 1.91128 -1.03221
C12 1.55040 2.64259 -2.21081
C13 2.59457 2.41849 -3.09272
C14 3.54501 1.45255 -2.79604
C15 3.44286 0.73433 -1.62213
C16 2.40360 0.94321 -0.70670
S2 2.35528 0.00253 0.77297
H1 1.12943 3.81957 0.89895
H2 1.70866 2.23899 1.51150
H3 0.07363 2.78110 1.89555
H4 -0.69583 3.32825 -1.51296
H5 -1.06148 3.62617 0.15928
H6 -1.99376 1.31169 -1.58817
H7 -2.94700 2.62865 -0.90644
H8 -4.45068 1.14605 0.30950
H9 -3.76414 -0.34835 1.01680
H10 -3.66734 -0.06060 -0.73302
H11 -3.35986 3.47140 0.99885
H12 -3.41882 4.60748 3.18399
H13 -2.44821 3.45946 5.17409
H14 -1.45020 1.22973 4.93362
H15 0.83163 3.40885 -2.46257
H16 2.65861 2.99624 -4.00625
H17 4.35977 1.25046 -3.48048
H18 4.16881 -0.03134 -1.38132
O1 -2.42378 -3.50073 0.55275
As1 -2.26698 -2.23019 -1.91942
O2 -1.32287 -0.79347 -1.80800
O3 -2.32116 -2.21214 -0.05229
C17 -1.12864 -3.88020 -2.07218
C18 -1.82256 -4.79673 -2.85588
C19 -1.36976 -6.09639 -3.07546
C20 -0.19426 -6.51086 -2.48598
C21 0.52186 -5.61619 -1.69526
C22 0.06705 -4.32889 -1.49404
S3 1.12553 -3.23866 -0.54600
O4 2.35900 -3.92484 -0.31985
O5 1.13161 -2.01205 -1.35113
O6 0.37914 -2.86802 0.69924
H19 -1.51082 -3.59971 0.88053
H20 -2.76155 -4.50078 -3.31504
H21 -1.94258 -6.76964 -3.70068
H22 0.17872 -7.51584 -2.63583
H23 1.45692 -5.91109 -1.23754

4.
Computed, not measured: a 2-piece molecular cluster, C22H23BF4N overall in a non-equilibrium geometry, with the ωB97M-V functional and the def2-TZVPD basis.

Electronic energy = -36215.4710 eV
LUMO level = -6.2 eV
HOMO level = -12.585 eV
Total charge = +1

Element x y z (Å)
F1 -2.41687 4.73496 3.78788
C1 -2.99403 3.49699 3.62824
C2 -3.82546 3.02059 4.64545
C3 -4.39364 1.76026 4.44479
F2 -5.21966 1.25580 5.42300
C4 -4.14813 0.99543 3.31927
C5 -3.25009 1.47287 2.31550
C6 -2.97623 0.58016 1.23590
C7 -2.63588 0.89919 -0.11227
C8 -2.93383 -0.10127 -1.09204
C9 -2.45923 0.03845 -2.38146
F3 -2.65854 -0.98641 -3.27766
C10 -1.76101 1.16921 -2.81721
C11 -1.55708 2.17744 -1.86717
F4 -0.84061 3.28794 -2.24543
C12 -2.02621 2.10230 -0.56492
C13 -2.69797 2.77031 2.48291
H1 -4.02457 3.60605 5.54032
H2 -4.63011 0.03439 3.16925
H3 -3.32492 -0.44764 1.38973
H4 -3.53734 -0.95707 -0.79891
H5 -1.42050 1.27468 -3.84176
H6 -1.91371 2.95898 0.09090
H7 -2.01252 3.18397 1.75104
C14 2.98216 -3.32108 -2.67921
C15 3.57633 -1.99587 -2.17882
C16 5.05568 -2.22142 -1.85385
C17 3.48201 -0.98064 -3.32822
C18 2.76635 -1.49661 -0.98820
C19 3.31034 -1.25806 0.28000
C20 2.49340 -0.78843 1.30063
N1 1.16944 -0.56555 1.09307
B1 0.17131 -0.00502 2.19642
H8 -1.02615 0.16868 1.74484
C21 0.62754 -0.81468 -0.11889
C22 1.39967 -1.25943 -1.16599
H9 1.93779 -3.20530 -2.98934
H10 3.55899 -3.67217 -3.54375
H11 3.02839 -4.08841 -1.89775
H12 5.54671 -1.29374 -1.54060
H13 5.18637 -2.97872 -1.07331
H14 5.55899 -2.58060 -2.76081
H15 3.89783 -0.01124 -3.02976
H16 4.05646 -1.35408 -4.18518
H17 2.44669 -0.82780 -3.65299
H18 4.36366 -1.42099 0.50126
H19 2.88789 -0.57847 2.30474
H20 0.13822 -0.80522 3.10498
H21 0.60119 1.07184 2.55067
H22 -0.44759 -0.63588 -0.20296
H23 0.88844 -1.40870 -2.11232

5.
Computed, not measured: a 2-piece molecular cluster, C22H23BrF2N4O6S overall in a non-equilibrium geometry, with the ωB97M-V functional and the def2-TZVPD basis.

Electronic energy = -127719.4187 eV
LUMO level = -2.0 eV
ΔE to the lowest compared entry with this formula, charge and spin = 463.4 kcal/mol
HOMO level = -8.720 eV
SMILES = C[C@@H](F)c1cc(Br)c(F)c2c1C(=O)c1c(O)c(CCCCCN)c(S)c(ON=O)c1C2=O.NC(N)=O
Total charge = 0

Element x y z (Å)
C1 1.56331 4.13937 4.18163
C2 1.74681 4.04651 2.54339
F1 1.74323 5.42755 1.95165
C3 3.04085 3.15118 2.06086
C4 4.42157 2.91877 2.93937
C5 5.62476 1.94940 2.34420
Br1 7.27288 1.63974 3.46474
C6 5.53984 1.17779 0.86532
F2 6.63091 0.30265 0.34442
C7 4.15900 1.40807 -0.01361
C8 2.95252 2.38587 0.60710
C9 1.58191 2.51773 -0.34237
O1 0.92380 3.66946 -0.54689
C10 1.11259 1.08186 -1.06036
C11 -0.47194 0.64621 -1.11614
O2 -1.44756 1.60278 -0.54579
C12 -0.88173 -0.81680 -1.79709
C13 -2.47544 -1.32255 -1.83001
C14 -3.17124 -1.10797 -0.32429
C15 -4.30670 0.07883 -0.33154
C16 -4.23565 1.07758 0.99873
C17 -4.45088 2.66338 0.52826
N1 -3.95546 3.65897 1.58332
C18 0.32581 -1.77374 -2.44783
S1 -0.00708 -3.44629 -3.27857
C19 1.93645 -1.32653 -2.39132
O3 3.02575 -2.16074 -2.92382
N2 3.89437 -2.53840 -1.96659
O4 3.32865 -2.86782 -0.93549
C20 2.31845 0.10073 -1.67744
C21 3.87740 0.67749 -1.49156
O5 4.82069 0.58838 -2.44405
H1 0.41211 3.94249 4.42399
H2 2.22938 3.33324 4.70750
H3 1.77096 5.24561 4.52268
H4 0.77057 3.48702 2.14562
H5 4.50634 3.45598 3.98568
H6 -1.74497 2.23167 -1.26783
H7 -3.11566 -0.76622 -2.63603
H8 -2.47671 -2.50617 -1.98549
H9 -2.33334 -0.75409 0.44876
H10 -3.61493 -2.09877 0.11615
H11 -5.38172 -0.37678 -0.41214
H12 -4.04467 0.77819 -1.26035
H13 -3.20397 1.03594 1.55581
H14 -5.16332 0.83017 1.68749
H15 -5.56571 2.88085 0.20196
H16 -3.77864 2.86329 -0.43013
H17 -3.68091 4.56258 1.12363
H18 -3.06439 3.25979 1.96251
H19 -1.23257 -3.43872 -3.96327
N3 0.07236 -6.89321 -1.88370
C22 -1.21709 -6.74009 -1.53234
N4 -1.79941 -7.85096 -1.04605
O6 -1.81061 -5.67910 -1.64562
H20 0.57805 -7.75866 -1.79781
H21 0.54819 -6.08113 -2.25445
H22 -2.76997 -7.77886 -0.76964
H23 -1.32719 -8.73349 -0.94522

6.
Computed, not measured: C22H23Cl3GeN6O2PtS as an isolated structure, with the ωB97M-V functional and the def2-TZVPD basis.

Electronic energy = -144381.6520 eV
LUMO level (spin up / spin down) = -4.3 / -4.3 eV
<S²> = 0.7906
ΔE to the lowest compared entry with this formula, charge and spin = 0.0 kcal/mol
HOMO level (spin up / spin down) = -10.185 / -11.912 eV
Multiplicity = 2
Total charge = +1

Element x y z (Å)
Pt1 -2.24582 0.57839 -1.51211
C1 -4.51296 0.58276 3.10678
C2 -3.46491 1.44882 2.52218
N1 -2.83852 2.41740 3.10456
N2 -1.96283 2.89221 2.16469
C3 -2.03291 2.24583 1.00442
S1 -1.19100 2.47253 -0.44505
N3 -2.99672 1.32288 1.22451
N4 -3.35996 0.38569 0.24799
H1 -4.68182 0.88800 4.13552
H2 -4.20271 -0.46340 3.09233
H3 -5.44991 0.67456 2.55493
H4 -1.36037 3.66847 2.38504
H5 -4.36894 0.41038 0.09092
H6 -3.11783 -0.55750 0.58244
C4 0.19564 -3.35331 -0.30005
C5 -0.04058 -1.88696 -0.10872
N5 -1.02745 -1.36790 0.48643
O1 -1.99789 -2.22881 0.99667
C6 -0.00367 -0.34791 -3.21462
C7 0.50522 -0.74761 -4.56386
N6 -1.15406 0.52417 -3.19014
O2 -1.43809 1.09242 -4.20211
H7 0.20179 -3.86635 0.66443
H8 1.14871 -3.52484 -0.79404
H9 -0.58416 -3.79620 -0.92404
H10 -1.94131 -3.09963 0.56855
H11 1.24066 -1.53912 -4.45006
H12 0.97596 0.09923 -5.06445
H13 -0.31442 -1.09626 -5.19329
Cl1 -5.26418 -1.64097 -1.20378
Ge1 -3.55231 -1.17719 -2.48523
Cl2 -2.54876 -3.08208 -2.70985
Cl3 -4.38258 -0.78260 -4.40977
C8 0.50250 -0.63001 -2.03591
C9 0.84221 -0.84895 -0.75420
C10 1.82175 -0.13983 -0.02348
C11 2.04171 -0.45133 1.39879
C12 2.05783 0.59158 2.32874
C13 2.23588 0.32992 3.67718
C14 2.42349 -0.97387 4.11611
C15 2.43760 -2.01520 3.19881
C16 2.24440 -1.75648 1.85103
C17 2.62991 0.92458 -0.62736
C18 3.97007 1.05247 -0.23280
C19 4.78764 2.00922 -0.80604
C20 4.28245 2.87415 -1.76845
C21 2.95333 2.77663 -2.15243
C22 2.13567 1.80885 -1.59120
H14 1.92298 1.60963 1.98487
H15 2.23751 1.14665 4.38699
H16 2.57329 -1.17647 5.16811
H17 2.61318 -3.02962 3.53164
H18 2.29953 -2.57135 1.14116
H19 4.37095 0.37977 0.51369
H20 5.82332 2.08064 -0.50200
H21 4.92151 3.62636 -2.21121
H22 2.54704 3.46341 -2.88337
H23 1.09296 1.77416 -1.86984

total charge of number 2 (C22H23AsCrN2O6S3)?
-1

Number 1 is which compound?
C22H22N8O2SbSe4Ti

Number 4 is which compound?
C22H23BF4N